# 1
# C5H12N2

A gas-phase ion, C5H12N2 (charge +2) in a non-equilibrium geometry (ωB97M-V with the def2-TZVPD basis set, the OMol25 dataset).

- Strongest force on any atom: 3.076 eV/A
- Frontier orbital gap: 9.92 eV
- Structure (SMILES): C=[NH+]/C=C/CC[NH3+]
- Highest occupied orbital energy: -18.402 eV

```
! wB97M-V def2-TZVPD RIJCOSX def2/J DEFGRID3
* xyz 2 1
C -1.449 -1.009 1.290
C -0.361 -1.190 0.251
C 0.337 0.034 -0.329
C 1.624 0.422 -0.220
N 2.046 1.685 -0.732
C 3.142 1.854 -1.397
N -2.788 -0.763 0.531
H -1.504 -0.191 1.996
H -1.563 -1.977 1.734
H -0.670 -1.901 -0.556
H 0.400 -1.743 0.809
H -0.331 0.682 -0.944
H 2.284 -0.038 0.510
H 1.397 2.460 -0.642
H 3.353 2.835 -1.821
H 3.615 0.945 -1.682
H -2.858 0.155 0.055
H -3.564 -0.815 1.303
H -3.108 -1.447 -0.158
*
```


# 2
# C4H8O

C4H8O in the gas phase in a non-equilibrium geometry (ωB97M-V with the def2-TZVPD basis set, the OMol25 dataset).

- Strongest force on any atom: 3.598 eV/A
- Frontier orbital gap: 11.01 eV
- Structure (SMILES): OC1CCC1
- Highest occupied orbital energy: -10.131 eV

```
! wB97M-V def2-TZVPD RIJCOSX def2/J DEFGRID3
* xyz 0 1
O -0.550 1.712 -1.181
C -0.197 0.744 -0.235
C -0.997 -0.517 0.012
C 0.333 -1.104 0.551
C 1.108 -0.022 -0.245
H -0.614 2.210 -0.329
H -0.233 1.352 0.767
H -1.319 -0.994 -0.918
H -1.853 -0.404 0.683
H 0.544 -2.141 0.298
H 0.435 -0.962 1.630
H 1.381 -0.359 -1.249
H 1.962 0.485 0.214
*
```


# 3
# C21H48N10O4PbSe

A molecular structure, C21H48N10O4PbSe in a non-equilibrium geometry (ωB97M-V with the def2-TZVPD basis set, the OMol25 dataset).

- Strongest force on any atom: 2.850 eV/A
- Frontier orbital gap: 9.02 eV
- Highest occupied orbital energy: -13.862 eV

```
! wB97M-V def2-TZVPD RIJCOSX def2/J DEFGRID3
* xyz 2 1
Pb 0.705 0.144 -0.010
C -0.730 2.056 5.003
N 0.064 2.724 3.996
C 0.568 4.034 4.368
C 0.374 2.195 2.802
N -0.210 1.246 2.141
C -1.593 0.862 2.366
C -1.912 -0.494 1.744
N -1.544 -0.624 0.326
C -1.715 -2.033 -0.085
C -0.546 -2.558 -0.927
N 0.700 -2.248 -0.249
C 1.627 -3.164 -0.063
N 2.511 -3.010 0.958
C 3.924 -3.307 0.813
C 2.193 -2.207 2.112
N 1.741 -4.291 -0.802
C 2.237 -5.536 -0.253
C 1.464 -4.348 -2.221
C -2.336 0.309 -0.488
C -1.884 0.398 -1.936
N -0.451 0.635 -2.087
C -0.067 1.297 -3.161
N 1.244 1.552 -3.428
C 1.700 1.569 -4.808
C 2.322 1.470 -2.480
N -0.927 1.822 -4.085
C -0.714 3.169 -4.585
C -1.952 1.091 -4.802
N 1.599 2.707 2.269
C 2.750 1.834 2.390
C 1.637 3.821 1.436
H -0.351 2.345 5.983
H -0.616 0.978 4.920
H -1.785 2.334 4.953
H 0.362 4.211 5.419
H 0.060 4.811 3.796
H 1.643 4.105 4.211
H -2.218 1.654 1.942
H -1.876 0.771 3.414
H -2.985 -0.681 1.870
H -1.359 -1.258 2.296
H -2.652 -2.159 -0.633
H -1.775 -2.651 0.812
H -0.560 -2.087 -1.912
H -0.680 -3.635 -1.038
H 4.130 -3.697 -0.178
H 4.254 -4.032 1.558
H 4.504 -2.389 0.947
H 1.117 -2.185 2.260
H 2.564 -1.179 2.019
H 2.659 -2.657 2.990
H 2.292 -5.480 0.830
H 3.219 -5.796 -0.654
H 1.543 -6.335 -0.524
H 1.264 -3.356 -2.615
H 0.622 -5.008 -2.439
H 2.339 -4.753 -2.733
H -2.233 1.301 -0.055
H -3.396 0.030 -0.475
H -2.449 1.221 -2.375
H -2.140 -0.531 -2.457
H 0.907 1.269 -5.485
H 2.516 0.856 -4.924
H 2.061 2.556 -5.099
H 2.018 1.905 -1.528
H 3.161 2.055 -2.860
H 2.666 0.439 -2.330
H 0.063 3.665 -4.009
H -1.643 3.730 -4.459
H -0.447 3.186 -5.646
H -1.946 0.041 -4.528
H -1.753 1.160 -5.876
H -2.942 1.514 -4.619
H 2.534 1.105 3.170
H 3.618 2.418 2.705
H 2.996 1.305 1.461
H 1.536 4.201 -0.537
H 2.669 4.160 1.310
H 1.010 4.633 1.816
O -1.434 3.312 -1.282
Se -1.058 4.236 -0.099
O -1.493 3.803 1.322
O 1.131 3.544 0.053
O -0.609 5.686 -0.359
*
```